# 1
DFT (wB97M-V/def2-TZVPD) results for a 11-piece molecular cluster, C40H109N7O11 overall in a non-equilibrium geometry.

The calculation puts the molar mass at 864.35 g/mol. As for the lowest unoccupied orbital energy: 0.010 Ha. The value obtained for the HOMO energy is -8.68 eV. As for the HOMO-LUMO gap: 0.3294 hartree. The value obtained for the energy above the lowest of the compared OMol25 structures with the same formula, charge and spin is 42.6 kcal per mole.

Geometry as ORCA input:
```
! wB97M-V def2-TZVPD RIJCOSX def2/J DEFGRID3
* xyz 0 1
C -2.402 4.506 4.395
C -3.010 3.205 4.868
C -2.339 2.018 4.310
O -3.054 3.145 6.292
H -3.232 5.217 4.632
H -2.251 4.596 3.301
H -1.456 4.812 4.860
H -4.043 3.149 4.456
H -1.228 1.983 4.543
H -2.441 1.970 3.235
H -2.806 1.070 4.708
H -2.567 3.865 6.691
C -2.090 4.470 -3.575
C -0.899 4.057 -4.375
C -0.498 2.577 -4.195
O -1.127 4.365 -5.779
H -2.101 5.556 -3.478
H -2.067 4.042 -2.565
H -3.008 4.165 -4.041
H -0.039 4.678 -4.158
H -0.274 2.291 -3.172
H 0.451 2.457 -4.692
H -1.259 1.933 -4.605
H -1.716 3.734 -6.195
C 2.415 2.488 -1.690
C 3.665 1.785 -2.158
C 4.501 2.774 -2.905
O 4.350 1.283 -0.930
H 1.837 1.815 -1.057
H 1.774 2.783 -2.535
H 2.695 3.363 -1.059
H 3.443 0.929 -2.813
H 4.709 3.635 -2.277
H 3.896 3.152 -3.747
H 5.484 2.405 -3.172
H 5.185 0.850 -1.248
C -1.358 -0.768 -0.822
C -1.563 0.165 0.335
C -0.778 1.469 0.288
O -2.923 0.534 0.288
H -1.591 -0.171 -1.721
H -1.998 -1.633 -0.719
H -0.294 -1.046 -0.957
H -1.326 -0.347 1.242
H -0.962 2.118 -0.610
H 0.270 1.307 0.491
H -1.121 2.143 1.110
H -3.465 -0.267 0.411
C -4.989 2.748 -0.959
C -4.338 3.567 0.122
C -4.976 4.969 0.222
O -4.254 5.659 1.235
C -4.720 7.020 1.259
N -4.428 2.910 1.438
H -6.056 2.793 -0.878
H -4.689 1.695 -0.793
H -4.694 3.123 -1.923
H -3.288 3.703 -0.096
H -6.073 5.037 0.474
H -4.850 5.529 -0.713
H -4.522 7.592 0.349
H -4.218 7.491 2.123
H -5.807 6.993 1.443
H -3.897 2.043 1.398
H -4.045 3.445 2.190
C 4.353 -0.132 -6.283
C 4.457 -1.449 -5.606
C 3.030 -1.806 -5.089
O 2.491 -0.825 -4.226
C 1.249 -1.241 -3.698
N 4.845 -2.591 -6.455
H 5.257 0.045 -6.926
H 4.283 0.655 -5.508
H 3.510 -0.108 -6.977
H 5.076 -1.422 -4.727
H 3.082 -2.762 -4.554
H 2.369 -1.931 -5.985
H 1.019 -0.533 -2.951
H 1.279 -2.194 -3.171
H 0.492 -1.237 -4.479
H 4.547 -3.433 -5.974
H 4.233 -2.619 -7.286
C 4.678 -5.293 1.031
C 5.436 -3.980 1.225
C 4.766 -2.870 0.378
O 3.388 -2.870 0.684
C 2.713 -1.789 -0.079
N 5.422 -3.674 2.659
H 3.664 -5.178 1.382
H 5.214 -6.068 1.523
H 4.569 -5.587 -0.002
H 6.445 -4.005 0.850
H 4.900 -3.055 -0.683
H 5.275 -1.891 0.617
H 2.765 -0.831 0.406
H 1.665 -2.048 -0.228
H 3.217 -1.794 -1.035
H 5.909 -2.792 2.833
H 4.469 -3.603 3.043
C 1.787 3.149 3.035
C 2.421 2.904 1.663
C 3.681 3.671 1.621
O 3.429 5.045 1.822
C 4.623 5.832 1.698
N 2.598 1.406 1.392
H 1.315 2.230 3.285
H 1.005 3.902 3.134
H 2.523 3.398 3.788
H 1.757 3.270 0.898
H 4.152 3.456 0.643
H 4.372 3.287 2.365
H 5.487 5.323 2.081
H 4.489 6.684 2.391
H 4.792 6.278 0.703
H 3.092 0.892 2.083
H 3.191 1.414 0.580
C 2.610 -1.121 4.026
C 1.758 -2.354 4.383
C 0.305 -2.095 3.932
O -0.602 -3.201 3.982
C -0.939 -3.508 5.304
N 2.333 -3.549 3.728
H 3.665 -1.374 4.256
H 2.340 -0.243 4.634
H 2.568 -0.891 2.965
H 1.822 -2.488 5.477
H 0.341 -1.809 2.870
H -0.124 -1.233 4.468
H -1.495 -4.437 5.243
H -1.514 -2.669 5.743
H -0.090 -3.671 5.960
H 2.505 -3.410 2.773
H 1.743 -4.368 3.895
C -3.724 -1.560 2.874
C -3.792 -2.924 2.081
C -4.817 -2.818 0.920
O -4.326 -1.843 0.014
C -5.129 -1.743 -1.189
N -2.517 -3.471 1.607
H -4.516 -0.885 2.734
H -2.801 -1.058 2.609
H -3.618 -1.791 3.952
H -4.198 -3.657 2.728
H -5.813 -2.561 1.304
H -5.048 -3.730 0.409
H -4.638 -1.040 -1.805
H -6.116 -1.300 -1.084
H -5.206 -2.670 -1.748
H -2.162 -2.914 0.862
H -1.882 -3.446 2.365
C -2.550 -6.658 -0.531
C -2.503 -6.219 -1.998
C -2.528 -4.717 -2.065
O -2.287 -4.321 -3.371
C -1.275 -3.338 -3.506
N -1.335 -6.884 -2.546
H -2.352 -7.702 -0.428
H -3.367 -6.338 0.101
H -1.705 -6.200 0.018
H -3.362 -6.543 -2.625
H -1.742 -4.327 -1.366
H -3.473 -4.349 -1.700
H -0.534 -3.518 -4.328
H -0.685 -3.232 -2.549
H -1.844 -2.418 -3.833
H -1.224 -6.686 -3.528
H -0.486 -6.890 -2.006
*
```

# 2
DFT (wB97M-V/def2-TZVPD) results for a 10-piece molecular cluster, C40H110N10O10 overall in a non-equilibrium geometry.

The calculation puts the molar mass at 891.38 g/mol. As for the lowest unoccupied orbital energy: 0.016 Ha. The value obtained for the HOMO energy is -8.63 eV. As for the HOMO-LUMO gap: 0.3330 hartree. The value obtained for the energy above the lowest of the compared OMol25 structures with the same formula, charge and spin is 66.1 kcal per mole.

Geometry as ORCA input:
```
! wB97M-V def2-TZVPD RIJCOSX def2/J DEFGRID3
* xyz 0 1
C 21.956 -11.782 8.136
C 21.429 -12.572 6.961
C 21.407 -11.763 5.660
O 20.418 -10.764 5.783
C 20.219 -9.978 4.628
N 22.076 -13.902 6.885
H 21.373 -10.872 8.280
H 23.041 -11.648 8.088
H 21.858 -12.336 9.074
H 20.365 -12.796 7.115
H 21.137 -12.429 4.832
H 22.382 -11.274 5.515
H 19.610 -9.139 4.960
H 19.662 -10.551 3.876
H 21.189 -9.686 4.209
H 21.515 -14.337 6.145
H 22.980 -13.781 6.425
C 25.488 -12.327 4.724
C 25.787 -10.872 5.059
C 26.696 -10.679 6.263
O 26.725 -9.299 6.628
C 27.779 -8.974 7.493
N 26.220 -10.061 3.892
H 26.406 -12.909 4.619
H 24.873 -12.393 3.829
H 24.906 -12.708 5.565
H 24.813 -10.443 5.328
H 27.646 -11.219 6.196
H 26.156 -11.094 7.127
H 27.846 -7.898 7.639
H 28.743 -9.230 7.031
H 27.778 -9.536 8.432
H 26.104 -9.085 4.126
H 27.200 -10.327 3.798
C 18.306 -8.538 -6.106
C 17.701 -8.122 -4.764
C 18.491 -8.707 -3.562
O 19.789 -8.176 -3.665
C 20.615 -8.572 -2.571
N 17.637 -6.651 -4.823
H 18.462 -9.609 -6.238
H 19.302 -8.106 -6.230
H 17.618 -8.110 -6.834
H 16.692 -8.549 -4.772
H 18.477 -9.792 -3.699
H 17.935 -8.366 -2.682
H 21.525 -7.975 -2.602
H 20.785 -9.647 -2.662
H 20.135 -8.337 -1.616
H 18.499 -6.364 -5.266
H 17.544 -6.305 -3.875
C 18.451 -12.508 1.406
C 18.083 -11.862 0.066
C 18.546 -10.424 -0.066
O 17.872 -9.661 0.932
C 17.284 -8.447 0.501
N 18.793 -12.611 -1.006
H 17.760 -12.162 2.174
H 19.484 -12.421 1.740
H 18.289 -13.574 1.215
H 17.002 -11.944 -0.070
H 18.264 -10.065 -1.065
H 19.622 -10.239 -0.010
H 16.346 -8.643 -0.031
H 17.952 -7.843 -0.118
H 17.019 -7.972 1.445
H 18.277 -13.480 -1.151
H 18.576 -12.165 -1.900
C 22.511 -11.209 1.617
C 23.480 -10.456 0.714
C 23.371 -8.964 0.880
O 22.078 -8.473 0.605
C 21.808 -7.112 0.812
N 24.776 -10.914 1.190
H 22.598 -12.295 1.641
H 21.447 -10.988 1.462
H 22.580 -10.877 2.664
H 23.213 -10.882 -0.260
H 24.134 -8.426 0.294
H 23.713 -8.661 1.882
H 20.829 -6.965 0.351
H 22.494 -6.442 0.284
H 21.755 -6.951 1.894
H 25.545 -10.313 0.901
H 24.838 -10.808 2.200
C 27.813 -9.987 0.734
C 28.619 -11.200 1.219
C 29.727 -10.810 2.235
O 29.240 -10.178 3.409
C 30.267 -9.934 4.328
N 27.661 -12.129 1.843
H 27.223 -9.494 1.507
H 27.102 -10.223 -0.058
H 28.490 -9.262 0.274
H 29.074 -11.671 0.343
H 30.396 -10.180 1.634
H 30.320 -11.702 2.457
H 30.787 -10.740 4.859
H 29.784 -9.332 5.102
H 31.031 -9.275 3.897
H 26.957 -11.536 2.259
H 28.116 -12.655 2.581
C 27.263 -11.154 -3.356
C 25.821 -11.094 -2.846
C 25.029 -9.818 -3.160
O 25.623 -8.788 -2.404
C 24.892 -7.578 -2.423
N 25.102 -12.296 -3.266
H 27.952 -10.415 -2.959
H 27.198 -11.200 -4.444
H 27.665 -12.124 -3.044
H 25.795 -11.099 -1.747
H 24.027 -9.975 -2.728
H 24.949 -9.519 -4.211
H 25.369 -6.818 -1.809
H 23.906 -7.830 -2.012
H 24.786 -7.186 -3.439
H 24.248 -12.406 -2.735
H 25.674 -13.117 -3.113
C 24.737 -15.203 1.719
C 25.700 -14.735 0.635
C 26.240 -15.740 -0.368
O 27.022 -15.202 -1.408
C 28.156 -14.501 -0.938
N 24.940 -13.733 -0.122
H 24.470 -14.424 2.439
H 25.250 -15.849 2.447
H 23.825 -15.673 1.358
H 26.634 -14.414 1.119
H 25.411 -16.298 -0.817
H 26.782 -16.544 0.154
H 28.909 -14.454 -1.724
H 28.575 -14.883 -0.004
H 27.922 -13.446 -0.744
H 24.642 -13.008 0.528
H 25.660 -13.263 -0.673
C 18.815 -15.617 6.386
C 18.542 -15.004 5.033
C 19.538 -15.276 3.918
O 20.890 -15.091 4.262
C 21.848 -15.242 3.246
N 17.197 -15.320 4.575
H 18.642 -16.689 6.510
H 18.434 -15.092 7.266
H 19.878 -15.576 6.681
H 18.731 -13.923 5.143
H 19.203 -14.881 2.957
H 19.421 -16.366 3.752
H 22.801 -15.272 3.777
H 21.972 -14.406 2.552
H 21.775 -16.175 2.684
H 17.195 -16.279 4.235
H 16.539 -15.329 5.343
C 22.394 -4.128 -1.781
C 21.655 -3.006 -1.079
C 22.610 -2.170 -0.204
O 22.985 -2.854 0.984
C 21.949 -2.925 1.942
N 21.016 -2.092 -2.003
H 23.013 -3.866 -2.637
H 21.647 -4.845 -2.137
H 22.986 -4.640 -1.020
H 20.903 -3.387 -0.376
H 22.130 -1.226 0.079
H 23.500 -1.896 -0.769
H 22.343 -3.073 2.947
H 21.185 -3.656 1.679
H 21.499 -1.924 2.013
H 20.520 -2.514 -2.775
H 20.368 -1.486 -1.517
*
```